Entry 1:
Molecular formula: C5H14NO
Method: DFT, wB97M-V/def2-TZVPD

For the largest force on an atom, the calculation gives 4.444 eV/A. The total charge is +1. The lowest unoccupied orbital energy comes out at -4.986 eV. The value obtained for the HOMO energy is -14.579 eV. The calculation puts the orbital gap at 9.5929 eV.

Positions of all 21 atoms, in Å:
H -1.3043 2.0985 -1.3993
O 1.3932 -0.6176 2.6794
H 2.2481 -0.5976 3.1765
H -0.3022 0.3057 1.5533
H 2.0664 -2.1604 -1.2962
C 1.4225 -1.4589 -1.9256
C 0.9260 -0.0770 0.0398
C -0.5058 -0.2083 0.6193
N 0.8687 -0.3782 -1.4201
H 0.3163 0.2085 -2.0123
H -1.6999 -0.2173 -1.1985
H -2.6807 2.4114 -0.2993
C -1.6643 0.3966 -0.2853
C -1.6796 1.8397 -0.4319
H 1.3026 -1.6132 -3.0174
H -0.9186 -1.2926 0.7827
H 0.8665 -1.1022 3.2514
H 1.3982 0.9284 0.1826
H 1.6878 -0.8692 0.4215
H -2.6856 0.0846 0.2046
H -1.0554 2.3192 0.3749

Entry 2:
Molecular formula: C5H14NO
Method: DFT, wB97M-V/def2-TZVPD

For the largest force on an atom, the calculation gives 1.279 eV/A. The total charge is +1. The lowest unoccupied orbital energy comes out at -3.053 eV. The value obtained for the HOMO energy is -15.588 eV. The calculation puts the orbital gap at 12.5349 eV.

Positions of all 21 atoms, in Å:
N 0.4476 -0.3756 0.0945
C 0.2672 0.0688 1.5154
H 2.5780 -3.1615 -0.0671
H 1.3369 -3.4281 0.7848
H 1.3906 -0.1207 -0.2049
H -0.1744 0.3397 -2.9657
H -1.2003 -0.6199 -1.1488
C -1.3769 1.1928 0.0245
H -2.4363 0.9653 0.0426
C -0.8809 1.0854 1.4816
H -0.6338 2.0589 1.9016
H 1.1693 0.8452 -1.9994
C -0.5852 0.2119 -0.8494
H -0.2451 1.8767 -2.2113
C 0.0901 0.8767 -2.0610
H -1.6624 0.6788 2.1221
O 1.6263 -2.9669 -0.0092
H 1.2092 0.4206 1.9026
H 0.5041 -1.3852 -0.0707
H -0.0585 -0.7710 2.0783
H -1.3653 2.2081 -0.3605

Entry 3:
Molecular formula: C5H14NO
Method: DFT, wB97M-V/def2-TZVPD

For the largest force on an atom, the calculation gives 1.752 eV/A. The total charge is +1. The lowest unoccupied orbital energy comes out at -3.341 eV. The value obtained for the HOMO energy is -13.935 eV. The calculation puts the orbital gap at 10.5943 eV.

Positions of all 21 atoms, in Å:
H -3.5955 -2.0419 -1.4928
H -2.8035 -1.7282 0.0440
H -3.7187 -0.4589 -0.7494
C -1.7800 -0.7638 -1.6230
C -0.1111 0.3954 -0.0078
N 1.6049 1.2852 1.4589
H -2.1515 -0.4540 -2.6014
H -0.9746 1.2184 -1.7749
H 1.4305 1.0561 2.4395
H 2.2677 0.5440 1.1227
H -1.0288 -1.5397 -1.7512
H -2.0639 1.0299 -0.4919
H 0.0913 2.4369 0.4582
C -3.0441 -1.2968 -0.9261
C -1.2280 0.5130 -0.9832
H 2.1757 2.1322 1.4459
H 3.1335 -1.6614 1.7604
O 3.0954 -1.0555 1.0165
H 3.8948 -1.1432 0.4838
H 0.1280 -0.5813 0.4185
C 0.5187 1.4417 0.4933

Entry 4:
Molecular formula: C5H14NO
Method: DFT, wB97M-V/def2-TZVPD

For the largest force on an atom, the calculation gives 5.551 eV/A. The total charge is +1. The lowest unoccupied orbital energy comes out at -3.217 eV. The value obtained for the HOMO energy is -12.915 eV. The calculation puts the orbital gap at 9.6980 eV.

Positions of all 21 atoms, in Å:
H -1.2641 -1.0813 -1.9082
H 2.7187 -0.9031 4.3874
H 0.9808 -0.2987 1.9320
C -1.6882 1.4301 -2.5532
H -0.7664 1.5370 -0.0599
H -2.0652 -0.4545 -0.4586
H 0.9594 1.6969 -0.5079
H 1.0981 -0.7995 -0.4555
C -0.3383 1.1256 -2.1831
H -1.7903 1.8470 -3.5967
H 0.3715 1.2845 -3.0135
H -0.0141 -1.4985 1.5394
C -1.1225 -1.0687 -0.7454
H -0.7063 0.0975 1.5698
C 0.1208 -0.3957 -0.2270
H -1.1011 -2.1427 -0.3938
N 0.1094 -0.4742 1.3200
C 0.0551 1.1194 -0.6406
H -2.2986 1.9212 -1.8191
H 2.9147 -1.8919 3.2827
O 2.2546 -1.1573 3.5447

Entry 5:
Molecular formula: C5H14NO
Method: DFT, wB97M-V/def2-TZVPD

For the largest force on an atom, the calculation gives 3.454 eV/A. The total charge is +1. The lowest unoccupied orbital energy comes out at -2.942 eV. The value obtained for the HOMO energy is -15.928 eV. The calculation puts the orbital gap at 12.9861 eV.

Positions of all 21 atoms, in Å:
C -0.6496 0.4837 0.1383
C 0.6296 -0.4985 2.0218
H 0.0956 2.4626 -0.3268
H 0.5524 -1.4799 -3.6547
C -0.7567 1.8230 -0.5536
H 1.4259 0.4062 -0.3662
H 0.1000 -2.0818 0.5775
N 0.6295 -0.2385 -0.3250
C -0.5116 0.4889 1.6674
H 1.5512 0.0563 2.3594
H 0.5086 -0.6204 -1.3221
H -1.4417 0.1840 2.0835
H -1.4491 -0.2018 -0.1754
H 0.3497 -1.2016 2.8368
O -0.0364 -1.0770 -2.9373
H 1.8629 -1.7137 0.5883
C 0.8693 -1.2933 0.7319
H -0.8245 1.6933 -1.7206
H -0.9125 -0.9634 -3.3780
H -0.3175 1.4330 1.9616
H -1.6751 2.3388 -0.2068

Entry 6:
Molecular formula: C5H14NO
Method: DFT, wB97M-V/def2-TZVPD

For the largest force on an atom, the calculation gives 5.480 eV/A. The total charge is +1. The lowest unoccupied orbital energy comes out at -7.900 eV. The value obtained for the HOMO energy is -12.104 eV. The calculation puts the orbital gap at 4.2039 eV.

Positions of all 21 atoms, in Å:
C -0.6610 -0.5298 2.7135
N 2.0465 -0.4882 -4.3746
H 2.6995 0.2858 -4.6142
H 0.5257 1.4850 2.8796
H -1.1226 1.6650 2.6615
C -0.2008 0.8196 -0.6669
O 0.4044 -0.3677 -1.4719
H -0.5445 1.4640 -1.4927
H 0.3806 -0.8245 1.0568
H -0.4693 -0.7711 -1.7939
C -0.3889 0.8710 3.1632
H -1.6486 -0.7464 3.1774
H 2.1646 -1.2912 -5.0490
H 0.7376 1.2757 -0.3327
H 2.1286 -0.7591 -3.3846
C -0.6899 -0.7008 1.1679
H -1.0074 -1.6623 1.0621
H -2.1887 0.8861 0.3130
C -1.1922 0.4212 0.3661
H 0.1533 -1.0394 3.2128
H -0.5728 1.1034 4.2383

Entry 7:
Molecular formula: C5H14NO2
Method: DFT, wB97M-V/def2-TZVPD

For the largest force on an atom, the calculation gives 2.883 eV/A. The total charge is -1. The lowest unoccupied orbital energy comes out at 3.871 eV. The value obtained for the HOMO energy is -3.517 eV. The calculation puts the orbital gap at 7.3884 eV.

Positions of all 22 atoms, in Å:
H 0.9096 -0.5190 -2.2661
O -2.0803 0.6079 -0.1992
H -1.7534 0.1021 -2.7719
H -0.2964 1.7518 0.8347
C 1.3462 -0.9240 -1.3273
H 0.2950 -0.8431 1.6480
H 1.9009 -0.1238 -0.8836
N 0.3036 -1.4094 -0.3670
H 2.5088 0.7537 1.4805
H 1.8291 2.2808 1.4873
H -1.8016 0.0774 1.8231
H -2.2759 -0.1680 -1.3934
H 0.7896 1.1573 -0.3346
C -0.1435 -0.4651 0.7236
O -2.2189 -0.6355 -2.3764
C 1.5460 1.2227 1.7206
H -2.2266 -1.2417 0.6030
C -1.7104 -0.2723 0.7709
C 0.4550 0.9916 0.6730
H 1.8636 -1.8483 -1.6239
H 1.2706 1.0334 2.7469
H -0.5108 -1.5288 -0.9682

Entry 8:
Molecular formula: C5H14NO2
Method: DFT, wB97M-V/def2-TZVPD

For the largest force on an atom, the calculation gives 3.402 eV/A. The lowest unoccupied orbital energy (alpha / beta) comes out at 0.645 / 0.382 eV. The value obtained for the HOMO energy (alpha / beta) is -4.375 / -8.020 eV. The expectation value of S² is 0.754. The calculation puts the orbital gap (alpha / beta) at 5.0203 / 8.4016 eV. Its spin multiplicity is 2.

Positions of all 22 atoms, in Å:
C 1.6195 -0.1732 -0.1945
C -1.8095 0.3953 1.9151
H 1.4003 -3.0558 0.1014
N 0.7184 0.2758 -2.2378
H 0.0595 -3.5252 0.6488
H -2.2856 0.9942 2.6910
C -0.6442 1.1445 1.3018
O 2.4753 -0.8042 -0.9566
H -2.6272 0.1778 1.2147
H 1.6501 -0.0694 -2.4813
H 0.3585 0.8366 1.5881
H -0.7220 2.2314 1.3484
H -0.0220 -0.4036 -2.2800
H 1.5576 -0.4460 0.8410
C 0.7151 0.8446 -0.8603
H -1.5648 -0.5701 2.3163
H -1.0881 -0.1867 -0.3634
O 0.4507 -2.9417 -0.0055
C -0.6706 0.8036 -0.2160
H 1.1393 1.8531 -0.7794
H 0.5647 1.0210 -2.9249
H -1.2751 1.5980 -0.6669

Entry 9:
Molecular formula: C5H14NO2
Method: DFT, wB97M-V/def2-TZVPD

For the largest force on an atom, the calculation gives 4.116 eV/A. The total charge is +1. As for the SMILES: C[C@H](O)[C@](C)([NH3+])CO. The lowest unoccupied orbital energy comes out at -3.233 eV. The value obtained for the HOMO energy is -14.651 eV. The calculation puts the orbital gap at 11.4183 eV.

Positions of all 22 atoms, in Å:
H -1.6112 2.6876 0.1181
H -0.3799 -0.1706 1.8870
H -0.7264 -1.7939 -1.4693
C -0.8579 1.8489 0.3872
H -1.1320 1.4843 1.3909
H 0.0799 2.4175 0.5422
H 3.2436 0.8218 -0.3551
H 2.1597 -0.8270 0.7320
H 0.8115 -1.3302 -2.0157
C -0.8541 0.7096 -0.5760
C 1.5840 0.0666 0.4031
H -0.3668 -1.8510 1.4552
C 0.2914 -1.5369 -1.0421
C 0.1735 -0.4659 -0.0518
H -1.5363 -0.8748 0.9588
O -2.1381 0.2030 -0.7325
N -0.5205 -0.9030 1.2123
H 1.4522 0.5306 1.3178
H -0.5286 1.0524 -1.4616
H 0.6832 -2.5140 -0.7900
H -2.0985 -0.4542 -1.4622
O 2.2712 0.8991 -0.4481

Entry 10:
Molecular formula: C5H14NO2
Method: DFT, wB97M-V/def2-TZVPD

For the largest force on an atom, the calculation gives 3.845 eV/A. The total charge is +1. The lowest unoccupied orbital energy comes out at -8.788 eV. The value obtained for the HOMO energy is -13.517 eV. The calculation puts the orbital gap at 4.7286 eV.

Positions of all 22 atoms, in Å:
H 2.5711 -0.0454 0.0034
H 1.5181 1.3442 -1.9995
H -1.3177 0.1138 1.7676
C -2.0505 0.6052 -0.1301
H -0.0789 -0.9326 -1.1570
N 1.4487 0.3546 -1.7024
O -0.5868 -1.9146 0.4896
H -2.9878 0.7969 1.8364
H -2.2769 -0.4356 -0.3270
C 2.6440 -0.1736 -1.0888
C 0.2562 0.1009 -1.1124
H -1.0466 -2.6779 0.8810
H 2.7512 -1.2481 -1.2959
H 3.5216 0.3486 -1.4715
H -2.8217 1.2317 -0.6184
H -0.4827 2.0832 -0.5807
H 0.4959 -1.4020 0.8105
H -1.5712 1.8522 1.5574
H 1.3757 -1.0532 2.2322
O 1.3452 -0.8431 1.2981
C -0.7091 1.0286 -0.7569
C -1.9977 0.8664 1.3645

Entry 11:
Molecular formula: C5H14NO2S
Method: DFT, wB97M-V/def2-TZVPD

For the largest force on an atom, the calculation gives 1.325 eV/A. The total charge is -1. The lowest unoccupied orbital energy comes out at 3.342 eV. The value obtained for the HOMO energy is -4.191 eV. The calculation puts the orbital gap at 7.5331 eV.

Positions of all 23 atoms, in Å:
C 1.8316 0.1975 0.8523
H 3.0095 -1.4927 0.3221
H -1.3850 -0.4412 -1.7306
H 0.1419 0.9961 2.0939
H 2.1792 0.8049 0.0161
H -3.4204 0.7589 -0.1587
O -0.3646 -1.4972 -1.6207
H 0.3401 -2.9765 0.7570
C -2.3584 0.5823 -0.3595
H -0.1523 -1.6169 -2.5488
C -0.1399 1.4786 -0.0124
H -1.7390 2.4808 -0.6096
H -2.0125 -0.2394 0.2617
H -0.2369 -0.2608 1.1008
O -2.1770 0.2557 -1.6961
H 1.4085 -1.3271 -0.5595
H 2.4605 0.3624 1.7303
C 1.9514 -1.2628 0.3898
H 0.1187 0.8798 -0.9021
N -1.5621 1.7461 0.0698
H 0.4401 2.4072 -0.0623
S 1.2741 -2.4581 1.5662
C 0.3927 0.6222 1.1003

Entry 12:
Molecular formula: C5H14NO2S
Method: DFT, wB97M-V/def2-TZVPD

For the largest force on an atom, the calculation gives 5.532 eV/A. The total charge is +1. The lowest unoccupied orbital energy comes out at -4.111 eV. The value obtained for the HOMO energy is -12.022 eV. The calculation puts the orbital gap at 7.9114 eV.

Positions of all 23 atoms, in Å:
C 1.3917 -0.1984 0.1558
H 0.4311 -1.7982 1.1501
C -1.8637 -0.1371 0.0135
H 1.5927 -1.3259 -1.7716
H -3.6405 0.6972 0.4052
O -1.2863 0.2956 1.2437
C 1.1854 -1.0504 1.3287
H -1.1187 1.6636 -2.2180
H 0.7589 -0.6611 2.2029
H 0.8921 1.5732 1.5803
H 2.1288 -1.4788 1.7688
O -2.9804 0.7115 -0.1942
H 2.6647 -0.0005 -1.6040
C 2.1097 -0.6543 -1.0452
H -0.7467 -0.6726 -1.7667
H 0.1732 1.7952 -0.9761
H -1.8522 0.0859 1.9853
H -2.1672 -1.2197 0.0424
H -1.5842 1.7842 -0.6663
N -0.7912 1.4258 -1.3381
H 2.7966 -1.2341 -0.4361
S 1.6133 1.5495 0.3772
C -0.8868 0.0156 -1.0118

What energy above the lowest of the compared OMol25 structures with the same formula, charge and spin values result from the calculations? In sequence: 2.648 0.539 1.459 2.898 0.285 5.982 1.112 1.167 2.324 7.821 0.019 1.838 eV.